No. 1
# C12H24AlBr2F3NO

A molecular structure, C12H24AlBr2F3NO in a non-equilibrium geometry (ωB97M-V with the def2-TZVPD basis set, the OMol25 dataset).

Structure (ORCA input):
```
! wB97M-V def2-TZVPD RIJCOSX def2/J DEFGRID3
* xyz -1 1
C 0.8668 3.1906 2.7470
C 1.1108 2.3961 1.4608
C -0.2017 1.8677 0.8615
C -0.5426 2.5273 -0.4691
C 0.1765 1.9593 -1.7159
Al 0.6659 -0.0110 -1.7804
C -0.9494 -1.2494 -1.5933
C -2.2438 -0.5906 -1.0873
C -3.1005 -1.4500 -0.1722
F -3.2637 -2.7149 -0.6523
Br -2.2913 -1.5888 1.6120
C -4.5388 -0.9005 -0.0010
F -5.1542 -0.8656 -1.2242
F -5.2895 -1.7191 0.8014
Br -4.6099 0.8938 0.7589
C 2.2006 -0.4543 -0.4952
C 2.7269 -1.8613 -0.7431
O 4.1721 -1.8902 -0.8703
C 2.3596 -2.8714 0.3676
N 1.1174 -2.5891 1.0855
H 0.1298 3.9679 2.5501
H 1.7768 3.6185 3.1533
H 0.4089 2.5184 3.4700
H 1.6399 3.0049 0.7310
H 1.7780 1.5728 1.7063
H -0.9995 2.1163 1.5686
H -0.1885 0.7823 0.8002
H -0.3153 3.5928 -0.3517
H -1.6192 2.4916 -0.6441
H -0.4163 2.2242 -2.5945
H 1.1182 2.5022 -1.8478
H 1.3139 -0.3032 -3.2557
H -0.6677 -2.0534 -0.9100
H -1.1656 -1.7165 -2.5512
H -2.0743 0.3425 -0.5614
H -2.8832 -0.3841 -1.9456
H 1.9465 -0.3126 0.5503
H 2.9960 0.2250 -0.8050
H 2.3967 -2.2446 -1.7060
H 4.4921 -1.4081 -0.1081
H 2.3198 -3.8636 -0.0857
H 3.1945 -2.8729 1.0634
H 1.2440 -2.6854 2.0779
H 0.3632 -3.1935 0.8056
*
```

Calculated values
- DFT total energy (eV) = -171206.666
- highest occupied orbital energy (eV) = -4.7
- energy above the lowest of the compared OMol25 structures with the same formula, charge and spin (kcal/mol) = 0.0
- LUMO energy (eV) = 2.5047
- molecular weight (g mol⁻¹) = 442.11

Results of the natural (NBO) charge analysis, in e, for atoms 1 through 8: atom 1 (C): -0.598, atom 2 (C): -0.396, atom 3 (C): -0.409, atom 4 (C): -0.389, atom 5 (C): -0.974, atom 6 (Al): 1.396, atom 7 (C): -0.970, atom 8 (C): -0.469

=====

No. 2
# C12H24AsF5MoO2SbTe

A molecular structure, C12H24AsF5MoO2SbTe (ωB97M-V with the def2-TZVPD basis set, the OMol25 dataset).

Structure (ORCA input):
```
! wB97M-V def2-TZVPD RIJCOSX def2/J DEFGRID3
* xyz 3 1
Mo -3.1314 -0.1122 0.1159
C -4.5546 1.8964 -0.1988
C -5.4695 0.8386 -0.0827
C -5.5033 0.0406 1.0662
C -4.6088 0.2753 2.1169
C -3.7283 1.3697 2.0185
C -3.7004 2.1844 0.8796
H -4.5252 2.5070 -1.0914
H -6.1251 0.6051 -0.9106
H -6.1871 -0.7958 1.1198
H -4.6189 -0.3454 3.0017
H -3.0186 1.5513 2.8145
H -3.0073 3.0117 0.8106
F 0.5144 1.5996 1.0296
Te 0.0803 0.8158 -0.5795
F 1.3801 1.7652 -1.4874
F -1.8437 -0.1992 -1.5350
F 5.8869 1.1994 0.9613
F -1.0778 2.2012 -0.9151
O -1.6899 -0.0981 1.0049
C 8.0523 3.3244 0.2782
Sb 7.6283 1.6870 1.4983
C 8.7489 -0.0264 1.0967
C 7.3909 2.1230 3.5239
H 9.1108 3.5651 0.3712
H 7.4465 4.1703 0.5949
H 7.8216 3.0517 -0.7497
H 9.7464 0.1025 1.5154
H 8.8093 -0.1631 0.0194
H 8.2550 -0.8761 1.5636
H 8.3634 2.3824 3.9414
H 6.9937 1.2427 4.0246
H 6.7064 2.9624 3.6235
C -5.0502 -4.0804 -1.7552
As -3.6496 -2.8129 -1.9713
C -3.6540 -2.0464 -3.7128
C -1.9549 -3.5625 -1.5297
O -4.0059 -1.5418 -0.8464
H -4.8715 -4.9131 -2.4360
H -5.9990 -3.6062 -1.9992
H -5.0602 -4.4413 -0.7286
H -3.4709 -2.8354 -4.4426
H -2.8706 -1.2937 -3.7650
H -4.6277 -1.5974 -3.9004
H -1.8577 -4.5226 -2.0365
H -1.9003 -3.7176 -0.4532
H -1.1729 -2.8853 -1.8639
*
```

Calculated values
- DFT total energy (eV) = -107016.702
- highest occupied orbital energy (eV) = -16.8
- energy above the lowest of the compared OMol25 structures with the same formula, charge and spin (kcal/mol) = 0.0
- LUMO energy (eV) = -9.1535
- molecular weight (g mol⁻¹) = 715.53

Results of the natural (NBO) charge analysis, in e, for atoms 1 through 8: atom 1 (Mo): 1.466, atom 2 (C): -0.199, atom 3 (C): -0.178, atom 4 (C): -0.157, atom 5 (C): -0.218, atom 6 (C): -0.163, atom 7 (C): -0.192, atom 8 (H): 0.283

=====

No. 3
# C12H24AuN6O

A molecular structure, C12H24AuN6O (ωB97M-V with the def2-TZVPD basis set, the OMol25 dataset).

Structure (ORCA input):
```
! wB97M-V def2-TZVPD RIJCOSX def2/J DEFGRID3
* xyz -1 1
Au 0.8019 -2.1185 0.7027
C 3.4873 -1.0717 -1.1314
N 3.6258 0.1881 -0.4215
C 4.7262 1.0397 -0.8163
C 4.4084 2.3298 -0.0861
N 2.9502 2.3223 -0.0550
C 2.3604 3.1121 1.0202
C 2.5176 0.9771 -0.1706
N 1.3272 0.5453 -0.0729
C 0.2120 1.4587 -0.1280
C -1.0476 0.7523 -0.6102
N -1.4554 -0.2132 0.3823
C -2.5627 -0.8304 0.2954
N -3.0391 -1.6408 1.3139
C -2.1719 -2.0987 2.3806
C -4.0187 -2.5595 0.7818
C -4.6248 -1.7193 -0.3273
N -3.4914 -0.9201 -0.7610
C -3.8131 0.1827 -1.6377
H 4.4575 -1.5711 -1.1314
H 3.1709 -0.9043 -2.1691
H 2.7707 -1.7178 -0.6220
H 4.7402 1.1922 -1.9069
H 5.6841 0.6102 -0.5195
H 4.7929 3.2163 -0.5933
H 4.8187 2.3011 0.9322
H 3.0897 3.8537 1.3470
H 2.0952 2.4828 1.8752
H 1.4666 3.6409 0.6944
H 0.4150 2.2976 -0.8098
H -0.0331 1.8775 0.8551
H -0.8471 0.2867 -1.5823
H -1.7604 1.5776 -0.7408
H -1.6283 -1.2510 2.7908
H -1.4300 -2.8248 2.0331
H -2.8009 -2.5397 3.1583
H -4.7452 -2.8414 1.5460
H -3.5508 -3.4710 0.3862
H -5.4330 -1.0842 0.0682
H -5.0197 -2.3119 -1.1542
H -4.6252 -0.1396 -2.2908
H -2.9715 0.4571 -2.2664
H -4.1535 1.0745 -1.0934
O 1.3049 -3.9475 0.5348
*
```

Calculated values
- DFT total energy (eV) = -27510.699
- highest occupied orbital energy (eV) = -1.8
- energy above the lowest of the compared OMol25 structures with the same formula, charge and spin (kcal/mol) = 0.0
- LUMO energy (eV) = 2.8995
- molecular weight (g mol⁻¹) = 465.33

Results of the natural (NBO) charge analysis, in e, for atoms 1 through 8: atom 1 (Au): 0.401, atom 2 (C): -0.427, atom 3 (N): -0.416, atom 4 (C): -0.210, atom 5 (C): -0.212, atom 6 (N): -0.463, atom 7 (C): -0.409, atom 8 (C): 0.606

=====

Q: Which value of DFT total energy does entry 2 give?
A: -107016.702 eV

=====

Q: Number 2 is which compound?
A: C12H24AsF5MoO2SbTe

=====

Q: The highest LUMO energy belongs to which entry?
A: C12H24AuN6O